Here is a 2-piece molecular cluster, C20H32BrNO8S overall at a distorted geometry from the OMol25 dataset. Energies are from ωB97M-V with the def2-TZVPD basis set.

```
63
Properties=species:S:1:pos:R:3:lowdin_charge:R:1
C 2.629 1.009 2.965 -0.155
C 2.698 1.085 1.419 -0.654
Br 4.613 1.295 0.913 0.659
C 1.905 2.276 0.815 -0.189
C 0.607 1.869 0.149 -0.131
C -0.526 2.043 0.797 0.076
C -1.783 1.588 0.086 -0.328
O -2.706 1.109 0.654 0.145
C -1.793 1.750 -1.429 -0.089
C -3.132 2.048 -2.095 -0.056
C -3.739 3.346 -1.522 -0.354
O -4.342 4.152 -2.545 -0.039
C -4.731 3.161 -0.351 -0.227
N -5.733 2.100 -0.544 0.016
C -0.655 1.595 -2.086 -0.110
C -0.510 1.736 -3.588 -0.109
C -0.618 0.403 -4.399 -0.161
C -0.606 -0.881 -3.552 -0.231
C -1.000 -2.132 -4.419 -0.205
S -1.604 -3.426 -3.312 0.584
O -2.619 -2.926 -2.427 -0.291
O -2.156 -4.446 -4.143 -0.279
O -0.387 -3.966 -2.417 -0.144
C 0.557 1.255 -1.236 -0.280
O 1.421 0.548 -1.646 0.144
H 2.071 0.127 3.304 0.077
H 3.610 0.932 3.414 0.022
H 2.148 1.895 3.411 0.075
H 2.395 0.109 1.033 0.088
H 2.584 2.832 0.158 0.087
H 1.648 2.963 1.632 0.108
H -0.576 2.497 1.785 0.135
H -3.011 2.174 -3.176 0.115
H -3.757 1.155 -1.952 0.128
H -2.892 3.943 -1.126 0.148
H -4.457 5.013 -2.122 0.090
H -4.226 3.064 0.621 0.099
H -5.290 4.114 -0.278 0.112
H -6.649 2.536 -0.545 0.064
H -5.664 1.669 -1.461 0.058
H 0.498 2.142 -3.762 0.121
H -1.202 2.466 -4.017 0.111
H 0.268 0.356 -5.052 0.118
H -1.483 0.370 -5.078 0.111
H 0.412 -1.085 -3.198 0.106
H -1.318 -0.868 -2.714 0.101
H -1.770 -1.861 -5.146 0.110
H -0.079 -2.480 -4.902 0.112
H -0.243 -3.347 -1.679 0.102
O 4.376 -0.898 3.615 0.058
C 4.237 -2.007 4.058 -0.500
O 3.404 -2.862 3.438 0.004
C 3.279 -4.246 3.782 -0.232
C 2.330 -4.445 4.946 -0.065
C 4.911 -2.423 5.343 0.018
H 4.259 -4.691 3.959 0.115
H 2.873 -4.736 2.897 0.123
H 2.689 -3.950 5.848 0.067
H 2.206 -5.507 5.162 0.083
H 1.354 -4.016 4.715 0.085
H 4.334 -2.042 6.186 0.098
H 5.907 -1.988 5.363 0.093
H 5.036 -3.498 5.450 0.069
```

Results
SMILES string   C[C@H](Br)CC1=CC(=O)C(C[C@@H](O)CN)=C(CCCCS(=O)(=O)O)C1=O.CCOC(C)=O
HOMO-LUMO gap   8.560 eV